Formula: C23H31CaCl2N5O2S
Source: the OMol25 dataset
Level of theory: ωB97M-V/def2-TZVPD

The geometry in XYZ format:
```
65
Properties=species:S:1:pos:R:3:mulliken_charge:R:1
Ca 0.026 0.053 0.408 1.473
C 1.152 -0.317 3.173 -1.198
N 1.833 -0.671 1.913 0.947
C 2.201 -2.100 1.946 -1.098
C 2.410 -2.801 0.601 -0.406
C 1.144 -3.216 -0.156 -1.199
N 0.368 -2.086 -0.662 0.455
C 0.101 -2.079 -1.918 -0.492
C -0.663 -1.086 -2.663 1.013
C -0.468 -1.089 -4.060 -0.958
C -1.093 -0.194 -4.889 -0.797
C -1.985 0.732 -4.319 -0.441
C -2.231 0.736 -2.972 -0.570
C -1.583 -0.161 -2.082 0.577
O -1.839 -0.111 -0.814 -0.803
C 2.972 0.249 1.752 -1.215
C 3.835 0.165 0.493 -1.079
C 3.126 0.331 -0.866 -0.928
N 1.875 1.050 -0.729 0.388
C 1.712 2.148 -1.362 -0.684
C 0.539 3.001 -1.263 0.864
C 0.304 3.894 -2.323 -0.605
C -0.770 4.747 -2.333 -0.790
C -1.630 4.743 -1.222 -0.523
C -1.405 3.913 -0.155 -0.602
C -0.320 2.993 -0.124 0.475
O -0.145 2.226 0.903 -0.834
H 1.814 -0.434 4.041 0.368
H 0.282 -0.963 3.321 0.226
H 0.823 0.725 3.132 0.399
H 1.395 -2.623 2.464 0.426
H 3.105 -2.217 2.564 0.324
H 2.955 -3.723 0.822 0.452
H 3.060 -2.225 -0.056 0.031
H 0.504 -3.788 0.518 0.107
H 1.430 -3.875 -0.985 0.471
H 0.504 -2.889 -2.541 0.195
H 0.215 -1.823 -4.477 0.333
H -0.911 -0.205 -5.955 0.407
H -2.489 1.454 -4.950 0.410
H -2.917 1.449 -2.530 0.408
H 3.650 0.131 2.613 0.504
H 2.554 1.257 1.813 0.445
H 4.425 -0.754 0.487 0.344
H 4.557 0.977 0.610 0.453
H 2.892 -0.650 -1.287 0.304
H 3.800 0.828 -1.573 0.534
H 2.496 2.492 -2.050 0.226
H 0.995 3.884 -3.160 0.351
H -0.945 5.411 -3.168 0.406
H -2.481 5.413 -1.203 0.391
H -2.059 3.923 0.708 0.407
N -2.704 -2.338 0.564 -0.352
C -2.777 -2.773 1.841 0.443
N -3.959 -2.589 2.459 -0.367
S -1.490 -3.517 2.616 -0.404
H -3.214 -1.513 0.275 0.307
H -1.779 -2.352 0.152 -0.034
H -4.700 -2.074 2.015 0.205
H -4.003 -2.754 3.452 0.224
Cl -2.589 0.781 2.584 0.057
C -2.969 0.719 4.313 -0.528
Cl -2.424 -0.778 5.080 -0.136
H -4.043 0.793 4.421 0.346
H -2.465 1.547 4.794 0.343
```

Results
- charge = 0
- Kohn-Sham gap (eV) = 7.7
- strongest force on any atom (Eh/bohr) = 0.01403
- LUMO (eV) = 0.39
- energy relative to the best compared isomer or geometry (same formula, charge and spin) (eV) = 0.5439

=====

Formula: C27H26F5LuN2OS
Source: the OMol25 dataset
Level of theory: ωB97M-V/def2-TZVPD

The geometry in XYZ format:
```
63
Properties=species:S:1:pos:R:3:mulliken_charge:R:1
Lu -0.092 0.256 1.467 1.601
C 0.327 -2.137 3.471 -1.445
C -1.182 -2.135 3.796 1.005
C -1.850 -3.412 3.289 -1.778
C -1.748 -0.859 3.198 -0.496
C -1.492 0.371 3.839 -0.233
C -1.860 1.584 3.251 -0.865
C -2.518 1.615 2.004 0.912
C -2.975 2.907 1.409 -1.753
C -2.848 0.385 1.404 -0.932
C -2.461 -0.835 1.981 0.152
H 0.778 -3.065 3.822 0.521
H 0.842 -1.308 3.975 0.289
H 0.472 -2.099 2.364 0.317
H -1.297 -2.084 4.883 0.484
H -1.621 -3.590 2.238 0.332
H -2.928 -3.359 3.416 0.441
H -1.496 -4.262 3.866 0.432
H -1.081 0.382 4.845 0.498
H -1.702 2.506 3.803 0.490
H -3.874 3.252 1.919 0.383
H -3.220 2.790 0.357 0.407
H -2.228 3.690 1.525 0.413
H -3.490 0.374 0.528 0.457
H -2.851 -1.758 1.565 0.530
C 0.796 -0.217 -4.988 -1.108
N 0.888 0.264 -3.637 -0.020
N -0.128 0.177 -2.730 0.565
C 0.348 0.597 -1.519 0.491
O -0.375 0.615 -0.442 -0.768
C 1.687 0.965 -1.704 -0.946
C 1.991 0.737 -3.040 0.421
C 3.261 0.936 -3.769 -1.668
C -1.494 0.062 -3.121 0.099
C -1.955 0.823 -4.192 0.219
C -3.276 0.721 -4.587 -0.772
C -4.141 -0.115 -3.901 -0.556
C -3.686 -0.852 -2.819 -0.733
C -2.358 -0.777 -2.427 -0.516
H -0.139 -0.755 -5.130 0.434
H 1.632 -0.889 -5.186 0.392
H 0.842 0.615 -5.692 0.398
H 2.329 1.400 -0.961 0.655
H 3.961 1.506 -3.164 0.382
H 3.085 1.471 -4.701 0.407
H 3.719 -0.021 -4.025 0.379
H -1.293 1.501 -4.708 0.535
H -3.621 1.305 -5.425 0.427
H -5.167 -0.188 -4.217 0.442
H -4.371 -1.501 -2.296 0.462
H -2.001 -1.361 -1.588 0.533
F 6.718 -0.565 0.731 -0.255
C 5.576 -0.165 1.260 0.580
C 5.567 0.760 2.315 0.325
F 6.710 1.224 2.780 -0.242
C 4.366 1.215 2.854 0.071
F 4.384 2.081 3.852 -0.289
C 3.128 0.782 2.343 0.728
S 1.629 1.443 2.921 -0.440
C 3.186 -0.175 1.333 -0.125
F 1.948 -0.688 0.843 -0.377
C 4.362 -0.643 0.769 0.014
F 4.290 -1.499 -0.247 -0.311
```

Results
- charge = +2
- Kohn-Sham gap (eV) = 7.3
- strongest force on any atom (Eh/bohr) = 0.04369
- LUMO (eV) = -6.51
- energy relative to the best compared isomer or geometry (same formula, charge and spin) (eV) = 0.5000

=====

Formula: C4H2ClP
Source: the OMol25 dataset
Level of theory: ωB97M-V/def2-TZVPD

The geometry in XYZ format:
```
8
Properties=species:S:1:pos:R:3:mulliken_charge:R:1
C 1.469 0.746 0.913 -0.174
C 1.210 -0.527 0.701 -0.340
C -0.110 -1.275 0.190 -0.004
C -0.930 -0.559 -0.388 0.021
P -1.770 0.879 -0.608 0.016
Cl -1.422 1.400 -2.444 -0.151
H 1.511 1.788 1.028 0.386
H 0.042 -2.453 0.608 0.246
```

Results
- charge = 0
- Kohn-Sham gap (eV) = 8.0
- strongest force on any atom (Eh/bohr) = 0.20759
- LUMO (eV) = -0.97
- energy relative to the best compared isomer or geometry (same formula, charge and spin) (eV) = 2.2262
- SMILES string = C#CC=C=PCl

=====

Formula: C5H14
Source: the OMol25 dataset
Level of theory: ωB97M-V/def2-TZVPD

The geometry in XYZ format:
```
19
Properties=species:S:1:pos:R:3:mulliken_charge:R:1
C 0.687 0.527 2.732 -1.209
C -0.362 0.237 1.660 0.002
C -0.075 -1.221 1.150 -1.476
H 0.323 0.344 3.730 0.308
H 1.067 1.601 2.821 0.342
H 1.700 0.001 2.595 0.293
H -1.372 0.298 1.933 0.359
H -0.254 1.011 0.914 0.161
H -1.006 -1.543 0.643 0.373
H 0.639 -1.339 0.354 0.403
H 0.314 -1.836 1.882 0.468
C -0.292 0.351 -1.866 -0.446
C -0.026 0.065 -3.297 -0.886
H 0.552 0.853 -1.364 0.294
H -1.294 0.885 -1.731 0.270
H -0.460 -0.414 -1.069 -0.054
H 0.160 1.113 -3.718 0.226
H -1.017 -0.307 -3.697 0.229
H 0.715 -0.626 -3.671 0.345
```

Results
- charge = 0
- Kohn-Sham gap (eV) = 12.1
- strongest force on any atom (Eh/bohr) = 0.07173
- LUMO (eV) = 1.09
- energy relative to the best compared isomer or geometry (same formula, charge and spin) (eV) = 1.3570
- SMILES string = CCC.CC

=====

Repeat the second record exactly.
Formula: C27H26F5LuN2OS
Source: the OMol25 dataset
Level of theory: ωB97M-V/def2-TZVPD

The geometry in XYZ format:
```
63
Properties=species:S:1:pos:R:3:mulliken_charge:R:1
Lu -0.092 0.256 1.467 1.601
C 0.327 -2.137 3.471 -1.445
C -1.182 -2.135 3.796 1.005
C -1.850 -3.412 3.289 -1.778
C -1.748 -0.859 3.198 -0.496
C -1.492 0.371 3.839 -0.233
C -1.860 1.584 3.251 -0.865
C -2.518 1.615 2.004 0.912
C -2.975 2.907 1.409 -1.753
C -2.848 0.385 1.404 -0.932
C -2.461 -0.835 1.981 0.152
H 0.778 -3.065 3.822 0.521
H 0.842 -1.308 3.975 0.289
H 0.472 -2.099 2.364 0.317
H -1.297 -2.084 4.883 0.484
H -1.621 -3.590 2.238 0.332
H -2.928 -3.359 3.416 0.441
H -1.496 -4.262 3.866 0.432
H -1.081 0.382 4.845 0.498
H -1.702 2.506 3.803 0.490
H -3.874 3.252 1.919 0.383
H -3.220 2.790 0.357 0.407
H -2.228 3.690 1.525 0.413
H -3.490 0.374 0.528 0.457
H -2.851 -1.758 1.565 0.530
C 0.796 -0.217 -4.988 -1.108
N 0.888 0.264 -3.637 -0.020
N -0.128 0.177 -2.730 0.565
C 0.348 0.597 -1.519 0.491
O -0.375 0.615 -0.442 -0.768
C 1.687 0.965 -1.704 -0.946
C 1.991 0.737 -3.040 0.421
C 3.261 0.936 -3.769 -1.668
C -1.494 0.062 -3.121 0.099
C -1.955 0.823 -4.192 0.219
C -3.276 0.721 -4.587 -0.772
C -4.141 -0.115 -3.901 -0.556
C -3.686 -0.852 -2.819 -0.733
C -2.358 -0.777 -2.427 -0.516
H -0.139 -0.755 -5.130 0.434
H 1.632 -0.889 -5.186 0.392
H 0.842 0.615 -5.692 0.398
H 2.329 1.400 -0.961 0.655
H 3.961 1.506 -3.164 0.382
H 3.085 1.471 -4.701 0.407
H 3.719 -0.021 -4.025 0.379
H -1.293 1.501 -4.708 0.535
H -3.621 1.305 -5.425 0.427
H -5.167 -0.188 -4.217 0.442
H -4.371 -1.501 -2.296 0.462
H -2.001 -1.361 -1.588 0.533
F 6.718 -0.565 0.731 -0.255
C 5.576 -0.165 1.260 0.580
C 5.567 0.760 2.315 0.325
F 6.710 1.224 2.780 -0.242
C 4.366 1.215 2.854 0.071
F 4.384 2.081 3.852 -0.289
C 3.128 0.782 2.343 0.728
S 1.629 1.443 2.921 -0.440
C 3.186 -0.175 1.333 -0.125
F 1.948 -0.688 0.843 -0.377
C 4.362 -0.643 0.769 0.014
F 4.290 -1.499 -0.247 -0.311
```

Results
- charge = +2
- Kohn-Sham gap (eV) = 7.3
- strongest force on any atom (Eh/bohr) = 0.04369
- LUMO (eV) = -6.51
- energy relative to the best compared isomer or geometry (same formula, charge and spin) (eV) = 0.5000

=====

What is the formula in the second record?
C27H26F5LuN2OS